(1)
Below is the ion C5H12NO with charge +2, with properties calculated with ωB97M-V with the def2-TZVPD basis set.

```
19
Properties=species:S:1:pos:R:3:mulliken_spin:R:1
C 1.72327 1.17285 0.13117 0.16
O 1.34639 0.59077 1.25604 0.40
C 0.43669 1.30421 -0.87950 0.28
C -0.00119 -0.08598 -1.33513 0.02
C -1.36484 -0.41108 -0.76369 -0.01
C -1.64505 -0.93478 0.43494 0.07
N -0.71163 -1.84721 1.15490 0.00
H 2.42241 0.52078 -0.36894 0.01
H 2.02118 2.18134 0.38857 0.03
H 0.93477 1.23348 1.86552 -0.01
H 0.88256 1.95569 -1.63761 0.01
H -0.35229 1.86396 -0.38642 0.01
H 0.69836 -0.90481 -1.13311 0.00
H -0.14580 -0.06322 -2.42161 0.03
H -2.11896 0.25298 -1.17154 0.00
H -2.61044 -0.80057 0.88062 0.00
H -0.09965 -1.31443 1.72960 0.00
H -1.28957 -2.40396 1.79428 0.00
H -0.12622 -2.31002 0.46190 0.00
```

Results
Charge: +2
E_HOMO (alpha / beta): -19.327 / -19.234 eV
Expectation value of S²: 0.755
Spin multiplicity: 2

***

(2)
Below is a cluster of 2 separate species, C5H12NO in total, with properties calculated with ωB97M-V with the def2-TZVPD basis set.

```
19
Properties=species:S:1:pos:R:3:mulliken_spin:R:1
O -0.94448 -2.85563 3.21289 0.83
C -0.75154 -1.64206 3.26936 -0.03
C -0.40314 -0.77788 2.01404 0.13
H -0.68809 -1.15366 4.26852 0.09
H 0.56060 -1.24150 1.67240 -0.01
H -0.17204 0.27564 2.16187 0.00
H -1.14415 -0.89706 1.22289 -0.01
C 0.62816 1.32994 -2.68573 0.00
C 0.06038 0.82563 -1.37285 0.00
C -0.52419 1.51677 -0.36858 0.00
N 0.61234 -0.57912 -1.08013 0.00
H 0.18614 2.29821 -2.93265 0.00
H 1.71372 1.33591 -2.64159 0.00
H 0.37174 0.59319 -3.54537 0.00
H -1.08105 1.08797 0.44206 0.00
H -0.62662 2.55375 -0.56345 0.00
H 1.37084 -0.77122 -1.72609 0.00
H -0.10832 -1.34785 -1.20297 0.00
H 0.93969 -0.55100 -0.14461 0.00
```

Results
Charge: +2
E_HOMO (alpha / beta): -18.008 / -18.003 eV
Expectation value of S²: 0.759
Spin multiplicity: 2

***

(3)
Below is a structure of composition C5H12NO2, with properties calculated with ωB97M-V with the def2-TZVPD basis set.

```
20
Properties=species:S:1:pos:R:3:mulliken_charge:R:1
C -0.96845 -0.46213 -1.19302 -1.10
N 0.78455 -0.38481 -1.76189 -0.99
C 0.46593 -0.03196 -0.51816 1.74
C 0.90968 -0.97718 0.60644 -0.45
O 0.81955 -0.41450 1.88800 -0.68
C 0.52940 1.45852 -0.07437 -0.99
O -0.13911 1.70480 1.07423 -0.84
C -2.09939 0.16956 -0.33322 -1.05
H -1.16198 -0.18387 -2.23517 0.48
H -1.07276 -1.52317 -1.04440 0.37
H 0.93309 -4.08601 -0.03282 -0.15
H 0.58271 -4.55673 -0.51315 0.16
H 1.93712 -1.26253 0.37689 0.34
H 0.31577 -1.90994 0.55257 -0.03
H 0.38122 0.50972 1.75350 0.46
H 0.25406 2.03568 -0.96948 0.41
H 1.63217 1.61641 0.01191 0.33
H -1.88065 0.00224 0.71335 0.28
H -2.28157 1.21496 -0.55735 0.29
H -2.98920 -0.42370 -0.56260 0.41
```

Results
Charge: -1
E_HOMO: -2.943 eV

***

(4)
Below is the molecule C5H12NO2, with properties calculated with ωB97M-V with the def2-TZVPD basis set.

```
20
Properties=species:S:1:pos:R:3:mulliken_spin:R:1
C -1.68842 -0.66737 -0.86297 0.01
C -0.46852 0.18813 -0.39836 -0.01
C -0.66190 0.55730 1.07282 0.02
C 0.43739 1.51643 1.55752 -0.01
O 1.15507 1.03055 2.70569 0.00
N 0.78508 -0.56733 -0.41902 0.27
C 1.33116 -0.93047 -1.75108 -0.05
O 0.88391 -2.19174 -1.84702 0.76
H -2.38003 -0.85131 -0.03520 0.00
H -2.26035 -0.17863 -1.65564 0.00
H -1.37836 -1.61145 -1.30275 0.00
H -0.41547 1.08666 -0.98772 0.00
H -1.58748 1.07469 1.16634 0.00
H -0.67683 -0.34595 1.67882 0.00
H 1.18058 1.64936 0.77598 0.00
H 0.04853 2.46376 1.91705 0.00
H 1.69176 0.27977 2.43723 0.00
H 0.66154 -1.43920 0.09456 0.00
H 0.92089 -0.23519 -2.49846 0.02
H 2.42147 -0.82801 -1.64778 0.00
```

Results
Charge: 0
E_HOMO (alpha / beta): -9.760 / -9.650 eV
Expectation value of S²: 0.757
Spin multiplicity: 2

***

(5)
Below is the ion C5H12NO2 with charge +1, with properties calculated with ωB97M-V with the def2-TZVPD basis set.

```
20
Properties=species:S:1:pos:R:3:mulliken_charge:R:1
N -1.40271 0.86955 -1.52597 -0.46
C -1.00311 0.43769 -0.07276 0.23
C -2.31899 0.27937 0.75335 0.00
O -3.31550 0.72899 0.13925 -0.52
C -0.18995 -0.83180 -0.09395 -1.25
C 1.22781 -0.54107 -0.39256 -0.41
C 2.00729 0.04027 0.84885 -0.38
O 2.56829 -1.03483 1.41811 -0.53
H -0.86450 1.73719 -1.92219 0.42
H -1.43169 0.04268 -2.21568 0.36
H -2.38937 1.39953 -1.48352 0.41
H -0.45236 1.37194 0.40505 0.31
H -2.38229 -0.42425 1.63360 0.37
H -0.52326 -1.54792 -0.75933 0.59
H -0.39188 -1.37611 0.85015 0.37
H 1.54042 -0.12868 -1.35706 0.37
H 1.59201 -1.54853 -0.22677 0.29
H 2.81796 0.81700 0.64811 0.33
H 1.44203 0.74303 1.64297 0.17
H 3.46982 -1.03402 1.71033 0.33
```

Results
Charge: +1
SMILES string: [NH3+][C@@H](C=O)CCCO
E_HOMO: -13.456 eV

***

(6)
Below is a cluster of 2 separate species, C5H12NO2 in total, with properties calculated with ωB97M-V with the def2-TZVPD basis set.

```
20
Properties=species:S:1:pos:R:3:mulliken_charge:R:1
O 1.01940 -2.59074 0.66557 -0.46
C -0.00571 -2.28711 1.20156 0.21
C -1.04915 -1.50061 0.43192 -0.50
N -0.41919 -1.14368 -0.86479 -0.13
H -0.28233 -2.64684 2.20502 0.39
H -1.94185 -2.10419 0.28373 0.39
H -1.30889 -0.60111 0.99285 0.27
H -0.96786 -1.42258 -1.67429 0.39
H -0.23111 -0.11502 -0.93008 -0.07
H 0.49658 -1.62758 -0.90087 0.45
C -1.38137 2.40166 -1.30290 -1.11
C -0.02823 1.87229 -0.92902 -0.50
C 0.45379 1.84638 0.30524 -0.17
O 1.65536 1.28408 0.57554 -0.46
H -1.93817 1.68211 -1.89636 0.31
H -1.97164 2.61051 -0.41470 0.34
H -1.30502 3.31404 -1.87495 0.36
H 0.63584 1.55660 -1.73270 0.54
H -0.12118 2.24018 1.14000 0.38
H 1.98414 1.56665 1.43553 0.36
```

Results
Charge: +1
E_HOMO: -12.958 eV

***

(7)
Below is a cluster of 2 separate species, C5H12NO2 in total, with properties calculated with ωB97M-V with the def2-TZVPD basis set.

```
20
Properties=species:S:1:pos:R:3:mulliken_spin:R:1
O -1.10567 2.90997 1.39903 0.00
C -1.71872 2.05288 1.98124 0.00
C -2.40137 1.00294 1.18338 0.00
N -1.83878 0.90837 -0.21716 0.01
H -1.88311 1.97330 3.06553 0.00
H -2.27880 0.01797 1.67614 0.00
H -3.47859 1.19621 1.06708 0.00
H -2.43651 0.40405 -0.87643 0.00
H -1.65937 1.88574 -0.48188 0.00
H -0.88655 0.46967 -0.15990 0.00
O 0.28993 -0.50259 0.70741 0.65
C 1.31722 -1.03581 0.37827 0.03
C 2.08028 -0.68870 -0.89315 0.15
C 2.32799 -1.90420 -1.77891 0.02
H 1.71936 -1.87965 0.97617 0.09
H 3.07681 -0.35962 -0.49651 0.01
H 1.66874 0.14935 -1.45666 0.01
H 2.71810 -2.79949 -1.27695 0.00
H 3.06953 -1.56851 -2.50405 0.03
H 1.41950 -2.23189 -2.29264 0.00
```

Results
Charge: +2
E_HOMO (alpha / beta): -18.104 / -18.097 eV
Expectation value of S²: 0.756
Spin multiplicity: 2

***

(8)
Below is the ion C5H12NO2S with charge +1, with properties calculated with ωB97M-V with the def2-TZVPD basis set.

```
21
Properties=species:S:1:pos:R:3:mulliken_charge:R:1
C 2.30428 -0.28913 -1.40936 -1.12
S 1.36152 0.52562 -0.10665 1.08
O 2.13928 1.52468 0.50694 -0.63
N -0.08342 0.93887 -0.81736 -0.36
C -1.14151 0.17025 -0.28398 0.03
C -1.89463 1.00649 0.77649 -0.68
O -0.98827 1.08165 1.88048 -0.50
C -0.56982 -1.16883 0.21251 -0.60
C 0.74140 -0.80372 0.89017 -0.70
H 2.56906 -1.33832 -1.22079 0.37
H 3.24327 0.21605 -1.66913 0.36
H 1.63939 -0.25399 -2.13204 0.49
H -0.09720 1.97689 -1.10961 0.35
H -1.88327 -0.01536 -1.11170 0.32
H -2.78300 0.40635 1.10100 0.40
H -2.27078 1.93793 0.32610 0.37
H -1.41230 1.25043 2.65842 0.32
H -0.21263 -1.59769 -0.72382 0.34
H -1.31419 -1.72411 0.83973 0.33
H 0.49860 -0.23755 1.83089 0.43
H 1.46381 -1.72168 0.85962 0.41
```

Results
Charge: +1
SMILES string: C[S@@]1(=O)=[NH+][C@H](CO)CC1
E_HOMO: -14.562 eV

***

DFT total energy / hartree: -326.90669, -326.89159, -402.77308, -402.83704, -402.59685, -402.66569, -402.16683, -800.79344